No. 1
45
Properties=species:S:1:pos:R:3:forces:R:3 method="wB97M-V/def2-TZVPD" energy_ev=-35807.388 max_force_ev_per_a=0.4 orbital_gap_ev=10.3
C 6.01328 0.51836 1.29721 0.032 -0.119 0.054
O 6.24270 0.35447 -0.07707 0.021 0.288 -0.136
C 5.36008 -0.54755 -0.71533 0.138 -0.193 0.158
C 5.14874 -0.12066 -2.14733 -0.168 -0.073 -0.148
C 4.42790 1.22274 -2.39117 0.094 -0.054 -0.081
C 3.79373 1.88944 -1.17879 -0.308 0.114 -0.048
C 2.52175 1.17337 -0.68553 0.086 0.152 -0.066
C 1.22301 1.80032 -1.22135 0.175 -0.173 0.140
Si -0.28947 1.06169 -0.40890 0.159 0.253 -0.161
O -1.07624 0.06521 -1.46813 0.064 -0.066 0.379
Si -1.64741 -1.42108 -0.99731 -0.255 -0.191 -0.309
H 4.95118 0.68133 1.50779 -0.059 0.010 0.021
H 6.56903 1.39441 1.62018 0.083 0.028 0.045
H 6.35075 -0.35126 1.86859 -0.001 -0.057 0.074
H 4.41860 -0.62041 -0.16054 -0.003 0.118 -0.006
H 5.80650 -1.54869 -0.71259 -0.023 -0.080 0.056
H 4.59719 -0.92364 -2.64089 0.025 -0.079 -0.004
H 6.13236 -0.09387 -2.61577 0.038 -0.017 -0.079
H 5.13009 1.90976 -2.86286 0.014 0.102 0.066
H 3.63461 1.06210 -3.12635 0.014 0.023 -0.084
H 3.50125 2.90003 -1.47503 0.062 0.072 0.054
H 4.51609 2.00684 -0.37286 0.053 -0.082 -0.041
H 2.50728 1.17350 0.40633 -0.049 -0.044 0.045
H 2.54570 0.12645 -0.99967 0.006 -0.068 0.115
H 1.24742 2.87903 -1.05497 -0.050 0.065 -0.012
H 1.16808 1.63503 -2.29928 -0.095 0.106 -0.085
H 0.14898 0.25653 0.75762 -0.021 -0.033 0.045
H -1.19979 2.11899 0.09234 -0.069 -0.037 -0.072
H -2.75639 -1.76741 -1.90062 0.012 -0.004 -0.021
H -0.57577 -2.43647 -1.12373 0.017 0.041 0.023
H -2.10738 -1.36022 0.39738 0.037 0.041 0.078
O -4.62500 -2.58565 0.17475 -0.033 -0.123 -0.046
C -5.42711 -1.86933 0.70505 -0.030 0.001 0.051
O -4.98774 -1.01177 1.65008 0.022 0.032 -0.045
C -5.83218 -0.03046 2.25889 -0.043 0.061 0.060
C -6.63269 -0.59760 3.41190 0.020 -0.086 -0.020
C -6.90148 -1.93894 0.37747 0.027 0.155 -0.076
H -6.46770 0.44377 1.50993 -0.006 -0.010 0.006
H -5.14043 0.72946 2.61769 0.014 0.000 0.002
H -7.32205 -1.37472 3.08147 -0.022 0.026 -0.016
H -7.21267 0.19192 3.89015 0.003 0.016 0.006
H -5.96331 -1.03464 4.15222 0.004 0.016 0.013
H -7.33543 -2.76069 0.94631 -0.011 -0.016 0.014
H -6.99681 -2.16771 -0.68029 0.029 -0.080 0.007
H -7.45923 -1.03199 0.59299 -0.003 -0.035 0.044

No. 2
41
Properties=species:S:1:pos:R:3:forces:R:3 method="wB97M-V/def2-TZVPD" total_charge=+3 energy_ev=-36654.589 de_lowest_kj_mol=0.0 max_force_ev_per_a=4.8 multiplicity=5 orbital_gap_ev="7.5 / 4.9"
Ru -1.36884 0.65338 -0.19271 0.577 1.252 0.575
C 0.82282 2.49298 2.92728 -0.150 -0.653 -0.427
C 1.47960 1.25626 2.35350 0.951 2.576 1.090
N 2.68412 0.92480 2.78852 0.958 -1.157 0.989
C 3.37280 -0.13229 2.31288 0.284 2.446 2.032
C 2.85494 -0.86098 1.25313 -0.345 -2.632 -2.464
C 3.72487 -2.01898 0.79861 -0.704 -1.050 -0.559
O 3.03887 -2.96468 -0.07862 1.675 -0.254 0.603
C 1.60593 -0.47719 0.66293 0.232 -2.224 0.051
C 0.84122 -1.27197 -0.25215 0.414 -0.345 -0.386
N -0.37276 -1.00964 -0.72509 -1.059 -0.943 -1.053
C -0.98797 -1.92137 -1.66173 0.314 -0.500 0.947
C -0.37778 -3.17944 -2.02266 -1.253 0.660 -1.795
C -1.01559 -4.02993 -2.94977 3.535 -0.747 2.044
C -2.23074 -3.75443 -3.47391 -2.060 0.117 -0.317
C -2.86033 -2.54169 -3.17971 -0.424 2.511 1.257
C -2.30984 -1.68839 -2.20305 -0.029 -0.742 -0.258
I -3.46332 -0.26363 -1.08219 -1.428 -1.483 -1.508
C 1.03342 0.67899 1.14869 -1.721 3.102 -3.185
O 0.34814 1.46198 0.28077 1.322 -1.218 3.029
H -0.13008 2.66713 2.40994 0.262 0.074 0.458
H 1.47529 3.37319 2.81130 0.077 -0.313 -0.277
H 0.70663 2.43746 4.01625 -0.110 -0.323 -0.140
H 4.36399 -0.34848 2.83783 -1.416 0.202 -0.986
H 4.03387 -2.54131 1.73216 0.068 0.233 -0.436
H 4.64265 -1.64346 0.27900 -0.490 0.046 0.514
H 3.66064 -3.74440 -0.25778 -1.123 1.596 0.400
H 1.25328 -2.21355 -0.53971 0.629 -0.170 0.010
H 0.62062 -3.30372 -1.68782 0.575 -0.902 0.018
H -0.54266 -4.99235 -3.21523 -0.126 0.671 0.262
H -2.82090 -4.54658 -3.94190 0.316 0.367 -0.390
H -3.81097 -2.24677 -3.63683 0.199 -0.447 0.291
C -2.44735 4.85577 0.56979 0.132 1.151 -0.201
C -1.82630 3.63122 -0.03130 0.299 0.054 0.646
O -2.36728 2.42258 0.60778 -0.242 -1.970 -1.097
H -1.67079 5.64385 0.62817 -0.406 -0.347 0.019
H -2.85481 4.72899 1.59464 0.261 -0.185 -0.723
H -3.20436 5.24618 -0.11584 -0.175 -0.015 0.426
H -0.77604 3.54040 0.15869 0.565 0.190 0.348
H -1.91751 3.50699 -1.09580 -0.438 0.252 -0.556
H -3.20748 2.17309 0.17196 0.056 1.118 0.750

No. 3
26
Properties=species:S:1:pos:R:3:forces:R:3 method="wB97M-V/def2-TZVPD" energy_ev=-20995.286 de_lowest_kj_mol=101.8 max_force_ev_per_a=3.5 orbital_gap_ev="9.3 / 6.7"
C -1.19916 0.47923 0.11976 0.480 0.582 -1.563
C 0.81970 1.23759 1.39680 -1.888 -1.719 0.541
C 0.06941 -0.03634 0.83160 0.188 1.347 0.004
C 1.18310 -0.50305 -0.07443 0.376 -0.676 -0.206
C 1.40528 -1.90109 -0.56636 3.317 0.926 0.635
C -4.05064 -0.62015 -0.72396 1.156 -1.532 -0.837
C -3.63018 0.52088 0.19305 -2.373 -0.124 1.221
C 4.59066 0.77982 -0.67327 -0.268 -2.734 -1.492
N 1.85254 1.49616 0.52405 2.709 -0.412 -1.856
N 2.15803 0.36267 -0.19803 -2.013 0.982 0.972
O -1.12078 1.13608 -0.90087 -0.117 -0.627 0.784
O -2.34314 0.21206 0.73633 0.243 -0.272 1.028
F 5.09661 0.91949 -1.89787 0.299 -0.213 0.606
F 4.83677 -0.41548 -0.08103 0.290 0.323 -0.862
H 0.14951 2.05113 1.43630 -0.660 1.233 0.193
H 1.16220 1.04167 2.41650 0.261 -0.011 0.038
H -0.11479 -0.69331 1.65311 -0.503 -0.782 0.206
H 0.62600 -2.47865 -0.91229 -2.021 -1.068 -0.228
H 2.04062 -2.40457 0.19519 -1.063 -0.115 0.271
H 2.19570 -1.96456 -1.32565 -0.411 0.778 -0.409
H -5.13573 -0.91475 -0.83085 1.119 0.826 0.425
H -3.66352 -0.27154 -1.72316 -0.405 -1.135 0.658
H -3.47821 -1.58128 -0.35042 -1.139 1.798 -0.991
H -4.34937 0.54820 1.09853 1.438 0.187 -1.245
H -3.71147 1.47664 -0.35326 0.578 -0.299 0.513
H 4.61086 1.52314 0.01022 0.407 2.738 1.596

No. 4
55
Properties=species:S:1:pos:R:3:forces:R:3 method="wB97M-V/def2-TZVPD" energy_ev=-38937.902 de_lowest_kj_mol=192.9 max_force_ev_per_a=1.1 orbital_gap_ev=8.5
C -7.85521 -0.76041 0.50226 -0.385 0.215 0.048
O -6.46580 -0.94013 0.28197 0.468 -0.067 -0.060
C -5.73881 0.20087 0.18306 -0.294 0.085 0.033
O -6.23139 1.30195 0.25996 0.054 -0.143 -0.006
C -4.33442 -0.09101 -0.02357 0.396 0.502 -0.073
N -3.85658 -1.37521 -0.12224 0.030 -0.147 0.073
C -2.52093 -1.37290 -0.26767 0.198 0.107 -0.197
C -1.75414 -2.62428 -0.45023 -0.024 -0.160 0.243
C -2.10175 -0.04221 -0.27657 -0.342 -0.112 -0.063
C -0.75004 0.46095 -0.43267 0.222 -0.426 0.299
O -0.56756 1.48175 -1.30147 -0.026 -0.035 0.087
C 0.33642 -0.00977 0.23274 -0.082 0.393 -0.584
C 0.37244 -0.93602 1.34408 -0.823 -0.098 -0.006
O -0.54126 -1.53480 1.87452 0.537 0.087 0.126
C 1.83431 -1.01469 1.77117 0.498 -0.280 0.424
O 2.31381 -1.72311 2.63153 -0.226 -0.087 0.051
N 2.52144 -0.15185 0.99293 -0.112 0.098 -0.060
C 3.94391 0.03232 1.09293 0.306 -0.111 0.021
C 4.66691 -0.30020 -0.21943 -0.246 -0.013 0.064
N 4.13385 -1.49253 -0.85344 0.096 0.126 -0.039
C 4.38500 -2.69155 -0.07636 -0.097 0.045 0.016
C 4.64094 -1.63453 -2.20238 -0.050 0.022 0.033
C 1.72289 0.54617 0.00724 -0.275 0.379 -0.051
C 1.77995 2.03057 0.20410 0.688 0.134 -0.798
C 2.38311 3.01620 -0.52079 -0.237 -0.635 0.305
C 2.11470 4.22806 0.16104 -0.303 0.064 0.488
C 1.37334 3.88514 1.24796 0.325 0.794 -0.362
O 1.16720 2.55967 1.28271 -0.187 -0.495 0.208
C -3.25685 0.77288 -0.13582 -0.484 -0.319 0.099
C -3.31029 2.25937 -0.06170 -0.105 0.037 0.109
H -8.29641 -0.17791 -0.30930 0.002 -0.071 0.084
H -8.28893 -1.75651 0.53857 0.026 0.047 -0.002
H -8.02527 -0.23380 1.44351 -0.019 -0.059 -0.079
H -4.44228 -2.19181 -0.05314 0.069 0.029 -0.042
H -2.36410 -3.38132 -0.93908 0.014 -0.044 -0.117
H -0.85715 -2.44031 -1.03600 0.045 -0.018 -0.061
H -1.43772 -2.99812 0.52539 -0.002 -0.059 -0.082
H -1.41912 1.74986 -1.67245 0.076 -0.136 0.007
H 4.27686 -0.61979 1.90357 -0.036 0.124 -0.058
H 4.16945 1.07071 1.36423 0.002 -0.110 0.023
H 4.53224 0.53120 -0.91716 0.079 -0.011 -0.010
H 5.74799 -0.38811 -0.00606 -0.054 0.059 -0.044
H 5.46027 -2.87298 0.07700 0.057 -0.016 -0.005
H 3.96136 -3.54492 -0.60339 0.008 -0.074 0.025
H 3.89857 -2.61722 0.89250 0.009 -0.067 0.112
H 5.73384 -1.76762 -2.23672 0.036 -0.013 -0.014
H 4.17293 -2.50128 -2.66649 0.028 -0.027 -0.081
H 4.38247 -0.74956 -2.78366 0.023 0.019 -0.068
H 2.08470 0.31555 -1.00293 0.012 0.073 0.097
H 2.93760 2.89717 -1.42882 0.106 -0.121 -0.219
H 2.43092 5.21086 -0.12197 0.022 0.242 0.014
H 0.94917 4.46821 2.04110 -0.095 -0.012 0.151
H -4.16906 2.55882 0.53328 0.018 0.117 -0.029
H -3.44108 2.69801 -1.05313 -0.005 0.108 -0.033
H -2.40245 2.66018 0.38531 0.057 0.061 0.001

No. 5
84
Properties=species:S:1:pos:R:3:forces:R:3 method="wB97M-V/def2-TZVPD" total_charge=+3 energy_ev=-115920.598 max_force_ev_per_a=2.4 multiplicity=5 orbital_gap_ev="7.7 / 4.8"
Pt -0.05623 -0.38956 -2.98735 -0.168 -0.720 -0.697
O 0.11977 3.86324 -2.75385 1.212 1.190 0.269
C -0.20613 2.71844 -2.93345 -0.493 -2.348 -0.113
N 0.63697 1.64004 -2.95075 -0.041 0.483 -0.016
C 1.94807 2.00144 -2.79345 -0.626 -1.933 -0.592
O 2.32437 3.07524 -2.39395 -0.354 1.529 0.109
C 2.93997 0.95024 -3.20515 0.922 0.581 0.181
C 4.24307 1.37964 -3.44375 -0.385 -0.062 0.099
C 5.18947 0.43704 -3.81005 -0.025 -0.080 0.015
C 4.79507 -0.88796 -3.88855 0.010 0.166 -0.002
C 3.46927 -1.21456 -3.63365 0.293 0.085 -0.050
N 2.54917 -0.31356 -3.30795 -0.694 -0.036 0.161
C -1.64453 2.34754 -3.11115 -0.451 0.876 -0.031
C -2.54603 3.30814 -3.54985 0.221 -0.227 0.118
C -3.89473 2.98914 -3.55105 -0.016 -0.107 0.080
C -4.27923 1.76374 -3.03015 0.148 0.105 -0.076
C -3.29983 0.86734 -2.62335 -0.302 0.045 0.068
N -1.99973 1.13074 -2.70795 0.632 -0.327 0.128
H 4.47367 2.42954 -3.33885 0.111 0.017 -0.038
H 6.20867 0.73284 -4.01395 0.038 -0.021 -0.011
H 5.49707 -1.66586 -4.14395 0.043 -0.075 -0.048
H 3.19337 -2.25706 -3.70085 -0.096 -0.039 -0.030
H -2.18343 4.26924 -3.87545 0.010 0.148 -0.033
H -4.62593 3.69544 -3.91215 -0.076 0.069 -0.017
H -5.32003 1.49494 -2.94195 -0.088 -0.037 0.006
H -3.58993 -0.07366 -2.18255 0.070 -0.057 -0.079
N -1.94283 -1.66406 -3.81865 0.282 0.515 -0.244
C -2.78973 -2.52296 -2.96585 -0.236 -0.628 0.386
C -2.04553 -3.61606 -2.20025 0.025 0.386 0.102
C -0.98473 -3.06006 -1.23345 0.150 -0.147 -0.084
C 0.44047 -3.24346 -1.74095 -0.255 -0.169 0.744
N 0.57247 -2.55256 -3.02455 -0.053 0.411 -0.350
H -2.53023 -0.92396 -4.20005 0.119 -0.093 -0.088
H -1.63293 -2.20236 -4.63025 -0.063 0.188 0.083
H -3.56663 -2.99306 -3.57985 0.058 0.169 0.030
H -3.28663 -1.90326 -2.21855 0.046 0.010 -0.154
H -1.60963 -4.34546 -2.88545 0.017 -0.124 -0.080
H -2.80313 -4.15586 -1.62895 0.035 -0.027 -0.131
H -1.07283 -3.55416 -0.26695 0.028 0.076 0.053
H -1.15283 -1.98136 -1.08645 -0.032 -0.164 0.195
H 0.67567 -4.30866 -1.84885 -0.009 0.121 -0.057
H 1.15817 -2.81216 -1.04025 -0.018 0.007 -0.051
H -0.00653 -3.04406 -3.70405 0.200 0.116 0.028
H 1.52527 -2.62356 -3.37195 -0.213 0.076 0.051
C 1.24247 -1.93596 3.57565 0.192 -0.086 0.024
C 2.68157 -1.86606 3.08735 -0.047 0.046 -0.116
C 2.89017 -0.90456 1.91985 -0.080 0.051 0.200
C 2.85667 0.58924 2.27245 0.726 -0.506 -0.618
N 1.58977 1.09154 2.75735 -0.626 0.429 0.541
C 0.44627 1.21354 2.03735 0.031 -0.326 -0.898
Se 0.21247 0.65614 0.30405 0.056 0.297 0.266
N -0.50373 1.81364 2.79415 0.608 0.028 0.454
C -1.89263 2.00934 2.45525 -1.100 -0.013 -0.118
C -2.78963 0.99464 3.18345 0.274 -0.169 -0.090
C -2.48593 -0.46516 2.83565 -0.103 0.086 -0.072
C -3.02323 -0.88526 1.47195 0.072 0.066 0.136
C 0.02737 2.07994 4.02285 0.526 -0.220 -0.081
C -0.51903 2.67594 5.15595 0.057 0.126 0.360
C 0.29327 2.76264 6.26275 -0.364 -0.043 -0.277
C 1.61137 2.25834 6.26055 0.319 -0.238 -0.305
C 2.17127 1.67934 5.14265 0.088 0.118 0.350
C 1.36897 1.60714 4.00545 -0.473 0.080 -0.061
H 1.12447 -2.76696 4.26255 -0.110 -0.096 0.107
H 0.57197 -2.09586 2.73245 -0.205 -0.002 -0.059
H 0.94937 -1.03486 4.10745 -0.161 0.080 0.054
H 2.98217 -2.86026 2.75185 0.073 0.016 0.064
H 3.33817 -1.60046 3.91685 0.136 -0.031 0.022
H 2.14737 -1.11456 1.13985 0.204 0.031 0.085
H 3.87767 -1.07806 1.48935 0.021 0.035 -0.075
H 3.11987 1.17224 1.38255 0.005 -0.008 0.208
H 3.59957 0.79264 3.04525 -0.090 0.071 -0.099
H -2.00503 1.91704 1.37215 0.140 0.064 0.174
H -2.17693 3.02444 2.74515 0.136 -0.051 -0.095
H -3.82603 1.22024 2.92735 -0.010 0.089 0.054
H -2.68143 1.13634 4.25935 -0.065 0.052 0.015
H -2.94263 -1.09826 3.59725 0.075 -0.008 0.023
H -1.40813 -0.65366 2.87745 -0.009 -0.018 0.128
H -4.10183 -0.76006 1.44675 -0.177 -0.005 -0.082
H -2.80213 -1.93426 1.28805 0.006 -0.102 -0.082
H -2.58533 -0.29216 0.66605 -0.003 0.022 -0.082
H -1.52733 3.05064 5.17255 -0.166 0.061 0.009
H -0.08953 3.20404 7.16845 -0.053 0.090 0.086
H 2.19047 2.32274 7.16915 0.069 0.018 0.040
H 3.17767 1.29014 5.16805 0.052 0.013 -0.028